# 1
# C3H9O

2 unconnected molecules or ions with the total composition C3H9O (wB97M-V/def2-TZVPD, the OMol25 dataset).

Output
- Kohn-Sham gap (eV) = 6.85

```
! wB97M-V def2-TZVPD RIJCOSX def2/J DEFGRID3
* xyz -1 1
C 2.479 0.623 0.289
H 3.053 1.504 -0.004
H 2.954 -0.299 -0.036
H 2.415 0.503 1.381
H 1.477 0.763 -0.212
C -1.052 0.058 0.357
O -0.352 0.741 -0.577
C -1.447 -1.317 -0.212
H -0.567 -0.019 1.356
H -2.038 0.635 0.586
H -2.098 -1.073 -1.063
H -0.600 -1.872 -0.628
H -1.844 -1.995 0.571
*
```

Okay, here come the Mulliken numbers, in e, for every atom: -0.85 0.24 0.22 0.18 0.22 -0.32 -0.91 -0.95 0.23 0.18 0.21 0.25 0.31



# 2
# C3H9O

2 unconnected molecules or ions with the total composition C3H9O (wB97M-V/def2-TZVPD, the OMol25 dataset).

Output
- expectation value of S² = 0.751
- Kohn-Sham gap (spin up / spin down) (eV) = 3.09 / 7.39

```
! wB97M-V def2-TZVPD RIJCOSX def2/J DEFGRID3
* xyz -2 2
O 0.770 2.324 -1.830
H 1.612 2.789 -1.722
C -1.497 -0.738 0.352
C -0.193 -0.266 -0.284
C 0.961 -0.269 0.744
H -1.278 -1.734 0.779
H -2.277 -1.006 -0.371
H -1.851 -0.167 1.213
H -0.181 0.730 -0.749
H 0.098 -1.002 -1.038
H 1.610 -1.148 0.679
H 1.606 0.576 0.463
H 0.620 -0.090 1.764
*
```

Okay, here come the Mulliken numbers, in e, for every atom: -1.20 0.12 -4.46 0.70 -1.96 0.41 1.32 1.19 0.22 0.18 0.53 0.25 0.70



# 3
# C3H9O

2 unconnected molecules or ions with the total composition C3H9O (wB97M-V/def2-TZVPD, the OMol25 dataset).

Output
- expectation value of S² = 0.751
- Kohn-Sham gap (spin up / spin down) (eV) = 3.22 / 7.07

```
! wB97M-V def2-TZVPD RIJCOSX def2/J DEFGRID3
* xyz -2 2
O -2.099 2.148 -2.629
H -2.386 2.667 -1.858
C -0.465 0.293 1.007
C 0.197 -0.413 -0.176
C 1.436 -1.202 0.248
H -0.673 -0.384 1.840
H -1.381 0.757 0.642
H 0.169 1.094 1.404
H 0.317 0.310 -0.976
H -0.546 -1.146 -0.504
H 1.345 -1.683 1.221
H 1.770 -1.886 -0.543
H 2.315 -0.555 0.323
*
```

Okay, here come the Mulliken numbers, in e, for every atom: -1.16 0.13 -1.94 0.28 -4.25 0.83 0.24 0.47 0.34 0.42 0.75 1.14 0.75



# 4
# C3H9O2

2 unconnected molecules or ions with the total composition C3H9O2 (wB97M-V/def2-TZVPD, the OMol25 dataset).

Output
- Kohn-Sham gap (eV) = 6.27

```
! wB97M-V def2-TZVPD RIJCOSX def2/J DEFGRID3
* xyz -1 1
C -1.447 -0.193 2.077
O -1.904 -0.544 0.851
H -2.295 0.274 2.724
H -0.699 0.550 2.007
H -1.103 -0.942 2.816
C 1.552 -0.113 -0.969
O 1.022 0.192 0.432
C 0.338 0.357 -1.879
H 1.678 -1.176 -1.104
H 2.451 0.535 -0.984
H 0.167 -0.345 0.270
H -0.440 0.626 -1.131
H -0.017 -0.424 -2.564
H 0.698 1.203 -2.546
*
```

Okay, here come the Mulliken numbers, in e, for every atom: -0.65 -0.89 0.23 0.22 0.18 -0.21 -0.58 -0.84 0.21 0.29 0.23 0.36 0.24 0.21



# 5
# C3H9O2

A molecular structure, C3H9O2 (wB97M-V/def2-TZVPD, the OMol25 dataset).

Output
- Kohn-Sham gap (eV) = 7.96

```
! wB97M-V def2-TZVPD RIJCOSX def2/J DEFGRID3
* xyz -1 1
C -1.322 1.360 -1.856
O -1.368 1.105 -0.492
H -1.135 0.446 -2.440
H -2.271 1.784 -2.216
H -0.525 2.078 -2.130
H -0.835 0.118 -0.348
C 0.187 -1.018 1.126
O -0.225 -1.015 -0.186
C 1.681 -0.710 1.279
H 0.001 -1.998 1.604
H -0.367 -0.275 1.738
H 1.989 -0.646 2.334
H 1.907 0.246 0.797
H 2.284 -1.474 0.790
*
```

Okay, here come the Mulliken numbers, in e, for every atom: -0.62 -0.68 0.22 0.20 0.17 0.51 -0.31 -0.81 -0.95 0.24 0.22 0.32 0.25 0.23



# 6
# C3H9O2P

C3H9O2P in the gas phase (wB97M-V/def2-TZVPD, the OMol25 dataset).

Output
- SMILES = C[C@@H](O)[C@H](O)P
- Kohn-Sham gap (eV) = 10.18

```
! wB97M-V def2-TZVPD RIJCOSX def2/J DEFGRID3
* xyz 0 1
C 1.790 0.158 0.472
C 0.479 0.825 0.192
O 0.304 1.603 -0.982
C -0.773 -0.420 0.275
O -0.518 -1.277 -0.790
P -2.455 0.461 0.277
H 1.984 -0.754 0.075
H 2.666 0.801 -0.001
H 1.808 -0.055 1.500
H 0.037 1.495 1.061
H 0.934 1.197 -1.599
H -0.762 -1.009 1.311
H -1.202 -1.882 -0.706
H -2.453 0.609 -1.246
H -3.190 -0.815 -0.087
*
```

Okay, here come the Mulliken numbers, in e, for every atom: -1.42 0.06 -0.48 -0.23 -0.48 -0.07 0.43 0.31 0.40 0.35 0.32 0.36 0.34 0.07 0.03



# 7
# C3H9O2S2

2 unconnected molecules or ions with the total composition C3H9O2S2 (wB97M-V/def2-TZVPD, the OMol25 dataset).

Output
- Kohn-Sham gap (eV) = 5.95

```
! wB97M-V def2-TZVPD RIJCOSX def2/J DEFGRID3
* xyz -1 1
C -0.089 1.345 0.221
C 1.166 1.297 -0.604
O 1.999 0.213 -0.370
C -1.087 0.457 -0.533
S -2.563 -0.105 0.523
S -2.255 -1.501 1.884
H -0.418 2.416 0.278
H 0.016 1.042 1.315
H 0.945 1.223 -1.679
H 1.729 2.310 -0.655
H -0.633 -0.424 -1.149
H -1.691 1.037 -1.385
H -0.300 -2.757 0.382
H 0.972 -2.997 1.327
H 1.566 -0.507 0.092
O 0.644 -3.049 0.353
*
```

Okay, here come the Mulliken numbers, in e, for every atom: -0.46 -0.42 -0.54 -0.66 -0.14 -0.66 0.27 0.29 0.28 0.26 0.26 0.23 0.28 0.33 0.37 -0.69



# 8
# C3H9O3

2 unconnected molecules or ions with the total composition C3H9O3 (wB97M-V/def2-TZVPD, the OMol25 dataset).

Output
- expectation value of S² = 0.755
- Kohn-Sham gap (spin up / spin down) (eV) = 10.97 / 7.46

```
! wB97M-V def2-TZVPD RIJCOSX def2/J DEFGRID3
* xyz 0 2
C 0.112 1.312 -0.945
C 0.088 2.048 0.484
O 0.617 1.327 1.582
C 0.478 -0.231 -0.984
O -0.027 -0.824 0.118
H 0.763 2.010 -1.435
H -0.930 1.449 -1.301
H 0.704 2.962 0.493
H -0.952 2.367 0.683
H 0.170 0.473 1.587
H 0.348 -0.704 -1.948
H 1.602 -0.255 -0.838
H -1.607 -3.180 -0.837
H -0.546 -2.239 -0.060
O -1.034 -3.125 -0.069
*
```

Okay, here come the Mulliken numbers, in e, for every atom: -0.58 -0.32 -0.53 -0.26 -0.48 0.33 0.30 0.32 0.20 0.34 0.40 0.23 0.28 0.46 -0.69



Here are the calculated E_tot numbers, same order: -5303.56338, -5299.18759, -5299.56838, -7350.13364, -7351.73798, -16638.02632, -29022.95442, -9396.10847 (eV).
Here are the calculated energy relative to the best compared isomer or geometry (same formula, charge and spin) numbers, same order: 32.0, 36.7, 0.0, 192.5, 37.7, 288.8, 95.5, 86.8 (kJ/mol).